{"formula": "C36H101N7O11", "method": "ωB97M-V/def2-TZVPD", "elements": ["C", "O", "C", "C", "C", "N", "H", "H", "H", "H", "H", "H", "H", "H", "H", "H", "H", "C", "O", "C", "C", "C", "N", "H", "H", "H", "H", "H", "H", "H", "H", "H", "H", "H", "C", "O", "C", "C", "C", "N", "H", "H", "H", "H", "H", "H", "H", "H", "H", "H", "H", "C", "O", "C", "C", "C", "N", "H", "H", "H", "H", "H", "H", "H", "H", "H", "H", "H", "C", "O", "C", "C", "C", "N", "H", "H", "H", "H", "H", "H", "H", "H", "H", "H", "H", "C", "O", "C", "C", "C", "N", "H", "H", "H", "H", "H", "H", "H", "H", "H", "H", "H", "C", "O", "C", "C", "C", "N", "H", "H", "H", "H", "H", "H", "H", "H", "H", "H", "H", "C", "C", "O", "H", "H", "H", "H", "H", "H", "C", "C", "O", "H", "H", "H", "H", "H", "H", "C", "C", "O", "H", "H", "H", "H", "H", "H", "C", "C", "O", "H", "H", "H", "H", "H", "H"], "xyz": [[1.530, -26.706, 11.600], [1.098, -27.826, 10.881], [-0.344, -27.820, 10.755], [-0.792, -29.091, 10.120], [-0.085, -29.242, 8.749], [-2.242, -29.079, 9.843], [2.623, -26.657, 11.402], [1.287, -26.760, 12.716], [1.030, -25.779, 11.248], [-0.790, -27.722, 11.731], [-0.639, -26.967, 10.195], [-0.662, -30.025, 10.652], [-0.484, -30.078, 8.207], [0.982, -29.497, 8.848], [-0.092, -28.381, 8.114], [-2.441, -28.147, 9.382], [-2.782, -29.136, 10.687], [-0.278, -21.157, 4.304], [0.467, -21.072, 5.495], [0.679, -22.333, 6.079], [1.243, -22.045, 7.439], [2.576, -21.326, 7.382], [1.424, -23.301, 8.183], [-1.188, -21.757, 4.386], [0.297, -21.530, 3.431], [-0.573, -20.140, 4.114], [-0.321, -22.872, 6.087], [1.454, -22.870, 5.479], [0.431, -21.519, 7.973], [2.935, -20.932, 8.413], [2.582, -20.446, 6.728], [3.373, -21.977, 7.023], [2.035, -23.892, 7.656], [1.933, -23.100, 9.014], [-8.070, -17.734, 12.173], [-7.352, -18.986, 11.914], [-8.146, -20.073, 11.549], [-7.309, -21.317, 11.184], [-6.332, -21.833, 12.337], [-6.481, -21.180, 10.008], [-8.811, -17.983, 12.920], [-8.589, -17.374, 11.287], [-7.371, -17.070, 12.596], [-8.741, -20.287, 12.420], [-8.858, -19.818, 10.702], [-8.073, -22.090, 10.978], [-6.740, -21.628, 13.299], [-5.427, -21.231, 12.292], [-6.118, -22.867, 12.239], [-6.811, -20.593, 9.255], [-5.522, -20.947, 10.161], [-5.190, -24.727, 14.485], [-6.111, -25.277, 13.636], [-5.595, -25.604, 12.346], [-6.664, -25.793, 11.226], [-7.705, -26.853, 11.666], [-6.109, -26.205, 9.967], [-5.766, -24.313, 15.344], [-4.658, -23.947, 13.956], [-4.444, -25.425, 14.867], [-4.906, -24.789, 11.986], [-5.073, -26.557, 12.482], [-7.161, -24.847, 10.943], [-7.183, -27.784, 11.860], [-8.410, -27.155, 10.865], [-8.329, -26.524, 12.519], [-5.722, -25.401, 9.533], [-5.260, -26.796, 10.158], [-0.160, -18.339, 8.752], [-1.364, -18.195, 9.507], [-1.430, -19.099, 10.577], [-2.752, -18.872, 11.316], [-2.919, -19.673, 12.559], [-3.869, -19.175, 10.395], [0.094, -19.345, 8.453], [0.715, -17.958, 9.283], [-0.382, -17.727, 7.888], [-1.479, -20.124, 10.162], [-0.555, -19.009, 11.282], [-2.815, -17.841, 11.670], [-2.902, -20.768, 12.476], [-3.944, -19.465, 12.924], [-2.107, -19.343, 13.194], [-3.949, -18.484, 9.638], [-4.736, -19.029, 10.917], [2.934, -18.666, 11.143], [3.340, -19.755, 12.027], [2.259, -20.560, 12.431], [1.782, -21.593, 11.397], [0.737, -22.513, 12.015], [2.883, -22.243, 10.729], [2.140, -18.134, 11.655], [2.407, -19.119, 10.237], [3.735, -18.062, 10.859], [2.562, -21.179, 13.276], [1.376, -20.018, 12.728], [1.280, -20.992, 10.627], [1.090, -23.146, 12.789], [0.352, -23.117, 11.207], [-0.062, -21.880, 12.420], [3.584, -21.547, 10.616], [3.324, -22.949, 11.325], [-4.393, -20.841, 6.870], [-5.077, -20.992, 5.658], [-6.373, -20.503, 5.743], [-7.286, -21.097, 4.670], [-8.677, -20.579, 4.772], [-7.240, -22.517, 4.890], [-4.787, -21.422, 7.656], [-4.371, -19.778, 7.133], [-3.401, -21.237, 6.676], [-6.891, -20.734, 6.643], [-6.383, -19.396, 5.600], [-6.901, -20.840, 3.662], [-9.043, -20.419, 5.763], [-9.416, -21.317, 4.331], [-8.853, -19.651, 4.157], [-6.361, -22.890, 4.671], [-7.938, -23.100, 4.393], [-4.300, -26.762, 6.464], [-3.458, -25.602, 6.985], [-2.617, -26.097, 8.096], [-3.620, -27.449, 5.925], [-5.020, -26.317, 5.800], [-4.770, -27.236, 7.372], [-4.160, -24.839, 7.353], [-2.820, -25.158, 6.224], [-2.044, -25.336, 8.316], [1.030, -26.867, 4.869], [-0.403, -27.189, 5.256], [-0.560, -28.563, 5.636], [1.674, -26.777, 5.736], [1.139, -25.890, 4.357], [1.480, -27.639, 4.247], [-0.965, -27.070, 4.352], [-0.803, -26.460, 5.952], [-1.108, -28.662, 6.437], [-7.301, -25.015, 7.262], [-7.455, -23.838, 8.178], [-6.204, -23.530, 8.823], [-7.734, -25.907, 7.670], [-6.252, -25.172, 6.978], [-7.819, -24.750, 6.289], [-8.145, -24.023, 8.988], [-7.748, -22.973, 7.614], [-6.347, -22.712, 9.313], [-2.960, -23.178, 10.050], [-1.782, -22.851, 9.155], [-0.996, -24.030, 9.004], [-2.595, -23.649, 10.972], [-3.560, -23.988, 9.613], [-3.626, -22.266, 10.255], [-1.159, -22.032, 9.659], [-2.059, -22.421, 8.195], [-0.163, -23.837, 8.521]], "forces_ev_per_a": [[0.32, 0.40, 0.64], [-1.11, 0.06, 0.13], [1.56, -0.95, 1.17], [-0.69, -0.49, -2.39], [1.00, -0.99, 0.91], [0.21, 1.80, -1.21], [-0.68, 0.25, 0.53], [0.47, -0.18, -1.20], [0.32, -0.27, -0.08], [-0.20, 0.08, 0.76], [-0.37, 0.82, -0.89], [0.66, 0.18, 0.65], [-0.55, -0.36, -0.26], [-0.24, 0.24, 0.31], [-0.34, 0.83, -0.09], [-0.14, -1.35, 0.61], [-0.23, 0.11, 0.45], [0.18, 0.31, -0.50], [-0.34, -0.20, -0.33], [-0.14, -0.09, -0.72], [-0.15, -0.64, 1.06], [0.75, 1.88, 1.20], [-0.80, -0.08, -0.95], [0.03, -0.15, 0.28], [-0.03, 0.06, 0.51], [-0.21, 0.39, -0.41], [1.26, 0.12, 0.25], [-0.62, -0.20, 0.19], [0.64, 0.33, -0.10], [-0.79, -0.83, -1.53], [-0.23, -0.17, 0.04], [-0.10, -0.26, -0.04], [0.35, -0.58, -0.46], [0.46, 0.27, 1.13], [-0.33, -2.87, -0.31], [0.77, 1.67, -0.44], [-0.31, 0.07, -0.55], [0.40, -0.18, 1.06], [-1.11, 1.84, -1.32], [-0.25, 0.07, -0.70], [-0.46, 0.22, 0.35], [0.23, 0.17, -0.19], [0.80, 0.90, 0.15], [-0.73, -0.60, 0.37], [0.76, -0.22, 0.62], [0.25, 0.09, 0.18], [-0.56, -0.08, 0.80], [0.22, -0.12, -0.14], [0.20, -0.91, -0.20], [-0.40, 0.12, 0.12], [0.52, 0.34, 0.43], [0.01, 0.73, 1.11], [-1.43, -0.55, -1.52], [-0.07, 0.60, -0.45], [-1.43, -0.21, 0.83], [-0.67, 0.40, -0.29], [2.06, -1.88, 0.56], [0.59, -0.15, -0.51], [0.36, 0.62, 0.12], [0.07, -0.35, 0.03], [-0.23, -0.73, 0.41], [0.39, -0.01, -0.44], [0.04, -0.12, 0.83], [0.20, -0.18, 0.56], [0.43, 0.66, 0.09], [0.60, -0.30, -0.18], [0.30, 1.03, -0.72], [-1.09, 0.32, -0.39], [-0.68, 0.96, 0.13], [0.81, -0.27, 0.05], [-0.44, -0.44, 0.64], [-0.25, 0.11, -1.30], [-0.55, -0.68, 0.31], [-0.46, 0.49, -0.07], [-0.39, -0.60, -0.11], [-0.09, 0.26, 0.16], [0.52, 0.00, -0.39], [0.25, 0.15, 0.30], [-0.56, 0.03, -0.55], [0.28, 0.35, -0.29], [0.35, 0.16, -0.44], [0.73, 0.19, 0.47], [-0.23, -0.12, 0.86], [0.50, -0.36, 0.29], [0.08, -0.16, -0.02], [-2.60, -3.07, 0.10], [0.03, 0.88, -0.65], [0.04, -1.28, -0.04], [-0.23, 1.18, 0.10], [-0.18, 1.13, -1.18], [-0.06, -1.41, 0.35], [0.02, 0.62, 0.15], [0.93, 0.63, 0.75], [1.37, 0.72, -0.20], [0.46, 0.38, 0.35], [-0.29, 0.79, 0.28], [-0.26, -0.21, -0.22], [0.64, -0.60, 0.82], [-0.43, -0.38, -0.07], [-0.03, -0.26, -0.08], [0.83, 0.64, -0.32], [-0.30, 0.14, -0.07], [1.08, 0.68, -1.04], [-0.37, -0.56, -0.21], [-0.87, 1.48, -1.81], [1.18, -0.19, -0.72], [-2.05, 0.24, -1.91], [-2.07, -1.16, 0.12], [-0.92, -0.76, 1.07], [0.27, -0.04, 0.25], [0.33, 0.32, 0.13], [-0.05, -0.35, 1.35], [0.12, -0.32, 0.28], [0.03, 0.08, 0.32], [0.01, 0.21, 0.89], [0.90, 0.61, 0.35], [0.39, -0.73, 0.81], [1.52, -0.51, -0.15], [0.51, 0.99, 0.30], [1.28, -0.02, 1.04], [-0.01, -0.77, 1.44], [-0.74, 0.71, -1.31], [-0.65, 0.00, 0.27], [-0.52, -0.33, -0.38], [0.26, 0.27, -1.21], [0.35, 0.12, 0.12], [0.09, 0.02, -0.26], [0.14, -0.27, 0.36], [0.59, 0.44, 0.38], [0.17, -0.38, -0.75], [-0.01, 0.36, 0.60], [0.12, -0.14, 0.41], [-0.43, -0.51, 0.06], [-0.23, -0.07, -0.18], [-0.69, 0.17, -0.63], [0.00, -0.15, 0.59], [0.37, 0.34, -0.58], [-0.48, 0.63, -1.97], [1.27, 0.22, 0.83], [0.15, -1.24, -0.87], [0.04, -0.57, 0.14], [-0.39, 0.05, 0.40], [0.42, -0.53, 1.04], [-0.78, -0.20, 0.04], [-0.41, 0.53, -0.34], [0.14, 0.75, 0.36], [-0.93, 0.28, 0.08], [1.16, 0.84, 1.12], [-1.04, 0.00, 0.05], [0.06, 0.56, 0.09], [-0.13, 0.45, -0.21], [1.04, -1.32, -0.23], [-0.57, -0.99, -0.48], [-0.34, -0.12, -0.28], [0.50, 0.13, 0.17]], "charge": 0, "homo_energy_ha": -0.326, "mol_weight_g_mol": 808.24, "lumo_ev": 0.5, "smiles": "COC[C@H](C)N.COC[C@H](C)N.COC[C@H](C)N.COC[C@H](C)N.COC[C@H](C)N.COC[C@H](C)N.COC[C@H](C)N.CCO.CCO.CCO.CCO", "e_above_lowest_kj_mol": 126.6, "homo_lumo_gap_ev": 9.319}